This record from OMol25 describes a single C5H12O2 molecule. The level of theory is ωB97M-V with the def2-TZVPD basis set.

Geometry as XYZ:
```
19
C5H12O2 | OMol25 | ωB97M-V with the def2-TZVPD basis set
C 1.8151 0.3794 1.1313
O 0.6451 0.5884 0.3797
C -0.1072 -0.6152 0.2611
C -0.8123 -0.5155 1.6920
C -1.0152 -0.5327 -1.0177
C -0.4535 0.3567 -2.1502
O -0.3390 1.7026 -1.7648
H 1.7903 -0.5161 1.7761
H 1.9789 1.2490 1.7713
H 2.6097 0.2637 0.3979
H 0.6346 -1.4151 0.0065
H -1.8083 -0.1065 1.5100
H -0.3515 0.2587 2.3521
H -0.8496 -1.4180 2.2984
H -1.9903 -0.1235 -0.7456
H -1.2060 -1.5289 -1.4554
H 0.5011 -0.0458 -2.5398
H -1.1540 0.3456 -2.9972
H 0.1120 1.6733 -0.9054
```

Properties
Highest occupied orbital energy in eV: -9.74
Structure (SMILES): CO[C@@H](C)CCO
Energy relative to the best compared isomer or geometry (same formula, charge and spin) in kcal per mole: 46.9
Max |F| in eV/A: 1.19
Net charge: 0
E_LUMO in hartree: 0.0367
Calculated total energy in eV: -9473.100

This record from OMol25 describes 2 unconnected molecules or ions with the total composition C5H12O2. The level of theory is ωB97M-V with the def2-TZVPD basis set.

Geometry as XYZ:
```
19
C5H12O2 | OMol25 | ωB97M-V with the def2-TZVPD basis set
O 0.1880 1.3905 1.1218
C -0.0729 1.3075 -0.0542
C 0.4747 0.2011 -0.9224
C -0.0276 -1.1750 -0.4269
C -1.5300 -1.2420 -0.1976
C -2.3193 -1.4144 -1.5029
H -0.7958 1.9845 -0.5624
H 1.5590 0.2437 -0.8296
H 0.2381 0.3208 -1.9886
H 0.4752 -1.3957 0.5198
H 0.2495 -1.9002 -1.1890
H -1.9192 -0.3138 0.2398
H -1.8178 -2.0789 0.4254
H -3.3814 -1.5965 -1.2738
H -1.9695 -2.2677 -2.0842
H -2.4067 -0.5258 -2.1340
H 2.0866 0.5908 1.8226
H 2.7185 1.9620 1.8875
O 2.9528 1.0236 1.8426
```

Properties
Highest occupied orbital energy in eV: -10.19
Structure (SMILES): CCCCC=O.O
Energy relative to the best compared isomer or geometry (same formula, charge and spin) in kcal per mole: 22.3
Max |F| in eV/A: 1.51
Net charge: 0
E_LUMO in hartree: 0.0284
Calculated total energy in eV: -9474.167

This record from OMol25 describes a single C5H12O2 molecule. The level of theory is ωB97M-V with the def2-TZVPD basis set.

Geometry as XYZ:
```
19
C5H12O2 | OMol25 | ωB97M-V with the def2-TZVPD basis set
C 2.6487 0.2038 -0.7902
O 1.3328 0.6394 -0.5584
C 0.5266 -0.4485 -0.1632
C -0.9410 -0.0395 -0.1442
C -1.7748 -1.2985 0.0712
C -1.2945 1.0174 0.9116
O -0.7319 2.2882 0.6846
H 3.2211 0.0597 0.1357
H 2.6091 -0.7632 -1.3214
H 3.1616 0.9548 -1.3929
H 0.6957 -1.2856 -0.8775
H 0.8499 -0.8175 0.8278
H -1.1583 0.3998 -1.1261
H -2.8455 -1.0812 0.0183
H -1.5639 -1.7373 1.0552
H -1.5381 -2.0524 -0.6869
H -2.3823 1.1655 0.9037
H -1.0305 0.6343 1.9146
H 0.2153 2.1607 0.5382
```

Properties
Highest occupied orbital energy in eV: -9.96
Structure (SMILES): COC[C@@H](C)CO
Energy relative to the best compared isomer or geometry (same formula, charge and spin) in kcal per mole: 27.6
Max |F| in eV/A: 0.50
Net charge: 0
E_LUMO in hartree: 0.0358
Calculated total energy in eV: -9473.938

This record from OMol25 describes 2 unconnected molecules or ions with the total composition C5H12O2S. The level of theory is ωB97M-V with the def2-TZVPD basis set.

Geometry as XYZ:
```
20
C5H12O2S | OMol25 | ωB97M-V with the def2-TZVPD basis set
C -2.3579 -1.3297 -0.5519
C -0.3808 -2.1455 -1.7235
C 1.9303 2.9075 2.0226
C -1.0679 -0.9207 -1.1083
C -0.1380 -0.2265 -0.1509
O 0.7801 0.4162 -0.7430
O -0.3232 -0.3697 1.0493
S 2.9990 2.0702 0.8239
H -3.2898 -1.1658 -1.1640
H -2.4188 -0.8320 0.4871
H -2.3737 -2.4461 -0.3728
H 0.5939 -1.8008 -2.1069
H -0.2384 -2.8848 -1.0247
H -0.9426 -2.4334 -2.5763
H 1.8663 3.8760 1.6144
H 0.8679 2.5976 2.1784
H -1.2691 -0.2118 -1.9361
H 2.4477 2.8351 3.0128
H 1.4947 0.7529 -0.0767
H 3.3193 0.9299 1.5988
```

Properties
Highest occupied orbital energy in eV: -9.69
Structure (SMILES): CC(C)C(=O)O.CS
Energy relative to the best compared isomer or geometry (same formula, charge and spin) in kcal per mole: 19.9
Max |F| in eV/A: 4.46
Net charge: 0
E_LUMO in hartree: 0.0214
Calculated total energy in eV: -20309.455

This record from OMol25 describes 2 unconnected molecules or ions with the total composition C5H12O2S. The level of theory is ωB97M-V with the def2-TZVPD basis set.

Geometry as XYZ:
```
20
C5H12O2S | OMol25 | ωB97M-V with the def2-TZVPD basis set
S 1.0351 1.1326 4.2318
C 3.0533 1.5521 2.3360
C 2.1986 2.2472 3.3864
H 0.3415 0.7781 3.1293
H 3.6222 0.7234 2.7901
H 3.7665 2.2667 1.8919
H 2.4180 1.1437 1.5321
H 2.8304 2.6479 4.2024
H 1.6356 3.0944 2.9497
O -0.0289 1.5915 1.2354
O -0.1649 3.8269 1.5436
C 0.3176 2.7143 0.9392
C -1.1262 3.5677 2.5701
C 1.3167 3.0797 -0.1207
H -1.4361 4.5449 2.9770
H -0.7014 2.9640 3.3897
H -2.0184 3.0508 2.1783
H 0.8476 3.7163 -0.8897
H 2.1645 3.6293 0.3217
H 1.7035 2.1682 -0.6066
```

Properties
Highest occupied orbital energy in eV: -8.79
Structure (SMILES): COC(C)=O.CCS
Energy relative to the best compared isomer or geometry (same formula, charge and spin) in kcal per mole: 9.3
Max |F| in eV/A: 1.07
Net charge: 0
E_LUMO in hartree: 0.0312
Calculated total energy in eV: -20309.915

This record from OMol25 describes 3 unconnected molecules or ions with the total composition C5H12O3. The level of theory is ωB97M-V with the def2-TZVPD basis set.

Geometry as XYZ:
```
20
C5H12O3 | OMol25 | ωB97M-V with the def2-TZVPD basis set
C -2.3550 -0.3506 -1.4016
C -1.2089 0.6328 -1.4973
C -0.0501 0.4453 -0.8564
O -0.0078 -0.5928 0.0317
C 1.1063 1.3258 -1.0355
C 2.3428 1.0286 -0.6841
H -2.7801 -0.3444 -0.4036
H -3.1279 -0.1393 -2.1354
H -2.0145 -1.3802 -1.5410
H -1.3987 1.4062 -2.2393
H 0.8394 -0.6436 0.4976
H 0.8662 2.2446 -1.5640
H 2.5361 0.1075 -0.1507
H 3.1503 1.6889 -0.9504
H -1.0276 -1.0335 2.3174
H -2.2221 -0.1012 2.4743
O -1.5377 -0.5512 2.9752
H 2.9742 -0.9321 1.8053
H 1.6854 -1.2577 2.5501
O 2.2298 -1.5531 1.8077
```

Properties
Highest occupied orbital energy in eV: -8.35
Structure (SMILES): C=C/C(O)=C/C.O.O
Energy relative to the best compared isomer or geometry (same formula, charge and spin) in kcal per mole: 41.5
Max |F| in eV/A: 1.11
Net charge: 0
E_LUMO in hartree: 0.0182
Calculated total energy in eV: -11520.967

This record from OMol25 describes 2 unconnected molecules or ions with the total composition C5H12O3. The level of theory is ωB97M-V with the def2-TZVPD basis set.

Geometry as XYZ:
```
20
C5H12O3 | OMol25 | ωB97M-V with the def2-TZVPD basis set
C -0.8427 0.4471 0.6514
C -1.3681 1.5794 -0.2218
O -1.9012 -0.0570 1.4457
H -2.3241 0.6860 1.9068
H -0.0883 0.8351 1.3451
H 1.5036 0.8089 -0.4852
H -2.2007 1.2417 -0.8494
H -1.7632 2.3879 0.4035
H -0.5889 1.9910 -0.8693
C 0.1055 -1.9781 0.7436
C -0.1851 -0.7724 -0.1156
C -0.1892 -0.9024 -1.4535
O 2.3067 1.3454 -0.1423
O 3.3537 0.7850 -0.9758
H 3.8917 0.3940 -0.2624
H 0.9988 -1.7950 1.3475
H -0.7121 -2.2182 1.4302
H 0.2470 -2.8901 0.1540
H 0.1749 -1.8088 -1.9308
H -0.4183 -0.0794 -2.1217
```

Properties
Highest occupied orbital energy in eV: -9.87
Structure (SMILES): C=C(C)[C@@H](C)O.OO
Energy relative to the best compared isomer or geometry (same formula, charge and spin) in kcal per mole: 102.7
Max |F| in eV/A: 2.30
Net charge: 0
E_LUMO in hartree: 0.0281
Calculated total energy in eV: -11518.313

This record from OMol25 describes 2 unconnected molecules or ions with the total composition C5H12O3. The level of theory is ωB97M-V with the def2-TZVPD basis set.

Geometry as XYZ:
```
20
C5H12O3 | OMol25 | ωB97M-V with the def2-TZVPD basis set
O -1.5065 -3.6780 0.0560
C -1.1500 -2.5622 0.3602
C -0.0794 -1.8045 -0.3499
C -0.6185 -0.8922 -1.4533
C -0.6203 0.6099 -1.0424
C -1.0696 0.9822 0.3668
O -0.0299 1.4224 1.2422
H -1.6797 -2.1396 1.2361
H 0.4699 -1.2050 0.3749
H 0.6994 -2.4832 -0.7078
H 0.0389 -0.9079 -2.3038
H -1.6193 -1.0908 -1.7897
H -1.1749 1.2159 -1.7548
H 0.4026 0.9898 -1.1263
H -1.7405 1.8303 0.3374
H -1.6580 0.2145 0.8870
H 0.6523 0.7421 1.3225
H 3.6088 3.5495 0.5392
H 3.8438 4.9350 1.2066
O 3.9516 4.4335 0.3986
```

Properties
Highest occupied orbital energy in eV: -10.02
Structure (SMILES): O=CCCCCO.O
Energy relative to the best compared isomer or geometry (same formula, charge and spin) in kcal per mole: 43.0
Max |F| in eV/A: 1.90
Net charge: 0
E_LUMO in hartree: 0.0196
Calculated total energy in eV: -11520.902

This record from OMol25 describes 2 unconnected molecules or ions with the total composition C5H12O3. The level of theory is ωB97M-V with the def2-TZVPD basis set.

Geometry as XYZ:
```
20
C5H12O3 | OMol25 | ωB97M-V with the def2-TZVPD basis set
O -2.5145 1.5487 -0.4590
C -1.3880 1.7623 -0.0943
O -0.8273 2.9947 -0.1774
C -0.4247 0.7209 0.3749
C 0.8479 0.5267 -0.4353
C 1.3081 -0.9489 -0.4013
C 2.2785 -1.3071 0.7122
H -1.1580 3.4617 -0.9637
H -0.9533 -0.1899 0.6366
H -0.1769 1.0836 1.3807
H 0.8197 0.8383 -1.4720
H 1.6575 1.1053 0.0245
H 0.4105 -1.5786 -0.4360
H 1.8147 -1.1985 -1.3411
H 2.7761 -0.4085 1.0934
H 3.0272 -2.0620 0.4796
H 1.7553 -1.5800 1.6296
H -2.9861 -0.8159 -0.0867
H -3.2140 -2.2089 -0.6473
O -3.0528 -1.7438 0.1827
```

Properties
Highest occupied orbital energy in eV: -10.63
Structure (SMILES): CCCCC(=O)O.O
Energy relative to the best compared isomer or geometry (same formula, charge and spin) in kcal per mole: 13.2
Max |F| in eV/A: 1.83
Net charge: 0
E_LUMO in hartree: 0.0239
Calculated total energy in eV: -11522.194

This record from OMol25 describes a gas-phase ion, C5H12O3P (charge +1). The level of theory is ωB97M-V with the def2-TZVPD basis set.

Geometry as XYZ:
```
21
C5H12O3P | OMol25 | ωB97M-V with the def2-TZVPD basis set
C 2.0245 1.2808 1.4240
C 1.6191 0.0353 1.2129
C -0.2782 -2.2105 -1.5628
C -1.7854 0.1650 1.8502
C -0.0120 1.4253 -1.9906
O 0.6283 -1.5976 -0.6711
O -1.1119 -0.7621 1.0100
O -0.5331 0.8290 -0.7797
P 0.2031 -0.3295 0.1476
H 2.8636 1.5493 2.2058
H 1.4729 2.1479 0.9530
H 2.1278 -0.7482 1.8176
H -0.9046 -1.5607 -2.1525
H -1.1046 -2.7335 -0.9342
H 0.2444 -3.0170 -2.0798
H -2.5584 -0.6025 2.3487
H -2.2535 0.9187 1.2571
H -1.0638 0.4976 2.5863
H -0.8496 1.5994 -2.5280
H 0.7661 0.6825 -2.4489
H 0.5053 2.4309 -1.6655
```

Properties
Highest occupied orbital energy in eV: -15.50
Energy relative to the best compared isomer or geometry (same formula, charge and spin) in kcal per mole: 0.0
Max |F| in eV/A: 5.64
Net charge: +1
E_LUMO in hartree: -0.1333
Calculated total energy in eV: -20803.437

This record from OMol25 describes a molecular structure, C5H12O3Rh. The level of theory is ωB97M-V with the def2-TZVPD basis set.

Geometry as XYZ:
```
21
C5H12O3Rh | OMol25 | ωB97M-V with the def2-TZVPD basis set
C 4.4676 -2.3827 2.8149
C 3.3010 -1.5633 3.2837
O 2.2127 -2.3660 3.7298
Rh 1.3085 -2.3271 5.4440
H 4.1607 -3.1113 2.0528
H 4.9191 -2.9067 3.6661
H 5.2116 -1.7157 2.3627
H 3.5160 -0.8379 4.0822
O 2.7004 -0.9023 2.1059
H 1.6740 -2.4789 2.8153
C 2.7496 2.3712 -0.5026
O 2.8929 1.6133 0.6722
C 1.6909 1.0319 1.1055
C 1.9227 0.2529 2.3741
H 3.7335 2.7815 -0.7579
H 2.3926 1.7471 -1.3399
H 2.0383 3.2026 -0.3560
H 1.2794 0.3649 0.3256
H 0.9350 1.8124 1.3099
H 0.9494 -0.0437 2.7957
H 2.4277 0.8823 3.1243
```

Properties
Highest occupied orbital energy (alpha / beta) in eV: -14.65 / -18.95
Energy relative to the best compared isomer or geometry (same formula, charge and spin) in kcal per mole: 6.5
Max |F| in eV/A: 5.03
2S+1: 6
Net charge: +2
<S²>: 8.757
E_LUMO (alpha / beta) in hartree: -0.2319 / -0.4617
Calculated total energy in eV: -14504.279

This record from OMol25 describes a molecular structure, C5H12O4. The level of theory is ωB97M-V with the def2-TZVPD basis set.

Geometry as XYZ:
```
21
C5H12O4 | OMol25 | ωB97M-V with the def2-TZVPD basis set
C 1.6391 1.5302 -0.3437
C -0.1816 0.5034 -1.4193
O 1.1575 1.8874 0.7653
O 2.5848 0.5820 -0.4211
H 2.5182 0.0182 0.3716
H 0.7124 0.8170 1.2530
H 1.6481 2.1938 -1.2009
H -1.0132 -0.1570 -1.6489
H 0.5456 0.3504 -2.2158
H -0.6104 1.5047 -1.3854
C -2.1525 0.2594 1.2826
C 0.2602 -2.0486 -0.3009
C -0.2371 -0.7913 0.3564
O -1.5807 -0.8151 0.5269
O 0.4854 -0.3138 1.3290
H -3.2237 0.0756 1.2887
H -1.9389 1.2159 0.8014
H -1.7669 0.2677 2.3026
H 1.2598 -1.8848 -0.6969
H -0.4075 -2.3586 -1.1004
H 0.3014 -2.8364 0.4558
```

Properties
Highest occupied orbital energy in eV: -8.27
Energy relative to the best compared isomer or geometry (same formula, charge and spin) in kcal per mole: 82.7
Max |F| in eV/A: 1.73
Net charge: 0
E_LUMO in hartree: 0.0266
Calculated total energy in eV: -13566.559